Model A:
DFT (ωB97M-V/def2-TZVPD) results for a structure of composition C6H12N2.

As for the net charge: 0. The calculation puts the HOMO energy at -0.331 Ha. As for the lowest unoccupied orbital energy: 0.95 eV. As for the spin multiplicity: 1. Its orbital gap is 10.0 eV.

Last column: Mulliken charge in e.
Geometry (Å):
1 N 0.617 1.315 1.239  -0.316
2 N -0.631 0.822 1.589  -0.514
3 C -1.339 0.565 0.476  -0.318
4 C 1.714 0.601 1.347  -0.011
5 C -0.770 0.462 -0.980  0.463
6 C 0.010 -0.810 -1.099  -1.146
7 C -1.947 0.652 -1.943  -1.190
8 C 1.845 -0.678 2.102  -0.766
9 H 0.788 -0.855 -0.495  0.293
10 H 2.847 -0.424 2.507  0.298
11 H 0.603 -0.825 -2.105  0.287
12 H -2.392 0.279 0.701  0.418
13 H 1.843 -1.592 1.470  0.271
14 H -2.315 -0.650 -2.299  0.204
15 H -2.750 1.319 -1.504  0.360
16 H -0.098 1.106 -1.119  0.456
17 H 1.334 -1.160 3.178  0.259
18 H 2.678 0.710 0.949  0.361
19 H -0.557 -1.869 -1.092  0.265
20 H -1.478 1.033 -2.922  0.325

---

Model B:
DFT (ωB97M-V/def2-TZVPD) results for a cluster of 2 separate species, C6H12N2 in total.

As for the net charge: 0. The calculation puts the HOMO energy at -0.318 Ha. Its SMILES is Cc1c[nH]cn1.CC. As for the lowest unoccupied orbital energy: 0.88 eV. As for the spin multiplicity: 1. Its orbital gap is 9.5 eV.

Last column: Mulliken charge in e.
Geometry (Å):
1 N -2.351 0.523 -2.100  -0.078
2 N -0.807 0.270 -0.569  -0.341
3 C -1.176 0.296 -2.772  -0.541
4 C 1.255 -0.037 -1.937  -1.017
5 C 1.653 -0.299 2.458  -0.581
6 C 0.285 -0.404 3.123  -0.779
7 C -2.077 0.501 -0.771  -0.262
8 C -0.224 0.131 -1.800  0.453
9 H 2.405 -0.925 2.944  0.325
10 H -2.825 0.651 -0.014  0.417
11 H 1.758 0.902 -1.699  0.217
12 H 1.483 -0.331 -2.968  0.327
13 H -3.234 0.565 -2.578  0.193
14 H -0.405 0.174 2.506  0.173
15 H 1.571 -0.637 1.428  0.034
16 H 1.635 -0.836 -1.313  0.255
17 H -0.042 -1.443 3.202  0.264
18 H 0.277 0.005 4.139  0.319
19 H 1.988 0.733 2.558  0.254
20 H -1.170 0.160 -3.838  0.369

---

Which of them is most stable, and which least? Most stable: model B; least stable: model A.